Molecular formula: C5H14NO2
Method: DFT, the ωB97M-V functional and the def2-TZVPD basis

Computed properties:
Energy above the lowest of the compared OMol25 structures with the same formula, charge and spin ... 41.5 kJ/mol
E_LUMO ... 0.1345 Eh
E_HOMO ... -3.37 eV
Total charge ... -1

Each atom is followed by the atoms it is bonded to, with distances in Å.
Geometry (Å):
1 C -0.08 -0.59 0.32  N2 1.468, C5 1.542, H8 1.098, H9 1.093
2 N 1.16 -0.30 -0.40  C1 1.468, C3 1.526, H10 1.017
3 C 2.09 0.65 0.35  N2 1.526, O4 1.346, H11 1.107, H12 1.126
4 O 2.88 0.00 1.23  C3 1.346
5 C -1.09 -1.27 -0.63  C1 1.542, C6 1.561, H13 1.100, H14 1.093
6 C -2.39 -0.42 -0.86  C5 1.561, C7 1.496, H15 1.084, H16 1.099
7 C -2.20 0.52 -2.00  C6 1.496, H17 1.095, H18 1.091, H19 1.095
8 H 0.11 -1.24 1.18  C1 1.098
9 H -0.46 0.35 0.71  C1 1.093
10 H 1.69 -1.16 -0.41  N2 1.017
11 H 2.63 1.23 -0.42  C3 1.107
12 H 1.37 1.33 0.89  C3 1.126
13 H -1.21 -2.32 -0.34  C5 1.100
14 H -0.64 -1.38 -1.62  C5 1.093
15 H -3.32 -0.98 -0.91  C6 1.084
16 H -2.47 0.15 0.08  C6 1.099
17 H -1.28 1.11 -1.93  C7 1.095
18 H -3.05 1.20 -2.08  C7 1.091
19 H -2.07 0.04 -2.98  C7 1.095
20 H 3.31 1.45 3.73  O22 0.960
21 H 2.55 0.57 2.59  O22 1.043
22 O 2.47 1.05 3.51  H20 0.960, H21 1.043